<1>
C5H7NO2 | ωB97M-V/def2-TZVPD

**HOMO energy**: -9.2 eV
**Molecular weight**: 113.12 g mol⁻¹
**Lowest unoccupied orbital energy**: 0.273 eV
**Orbital gap**: 0.346 Ha

Structure (ORCA input):
```
! RIJCOSX wB97M-V def2-TZVPD def2/J DEFGRID3
* xyz 0 1
H -2.633 0.243 0.532
H 1.915 -0.939 1.217
H 1.396 -0.145 -1.175
N 0.944 0.240 -0.378
H -2.090 1.139 -2.369
O -1.273 3.640 -0.276
C -2.195 0.769 -0.159
C 0.873 -0.726 0.781
C -0.320 2.876 -0.071
C -1.867 1.039 -1.420
H 0.211 -0.334 1.612
H 0.660 -1.684 0.319
O 0.842 2.974 0.237
H 1.338 1.166 0.035
C -0.971 1.511 -0.420
*
```

<2>
C5H7NO2 | ωB97M-V/def2-TZVPD

**HOMO energy**: -9.8 eV
**Molecular weight**: 113.12 g mol⁻¹
**Lowest unoccupied orbital energy**: -0.342 eV
**Orbital gap**: 0.346 Ha

Structure (ORCA input):
```
! RIJCOSX wB97M-V def2-TZVPD def2/J DEFGRID3
* xyz 0 1
H -0.965 -1.315 -1.369
H 0.978 0.628 1.596
H -0.186 2.004 1.195
H -2.422 -0.742 -0.034
O -2.720 1.916 1.732
C 1.032 -1.150 -1.154
N -2.864 0.748 1.520
H 1.128 -1.736 -2.009
C -0.672 0.146 0.214
O -3.692 0.084 2.026
H 0.978 1.553 0.092
C 0.314 1.138 0.864
C -0.191 -0.774 -0.792
H 1.968 -0.688 -0.789
C -1.941 0.006 0.586
*
```

Most stable to least stable: <2>, <1>